{"formula": "C3H6N2", "method": "the ωB97M-V functional and the def2-TZVPD basis", "multiplicity": 1, "smiles": "C[C@@H](N)C#N", "de_lowest_ev": 1.9925, "e_tot_ha": -227.351608, "e_lumo_ev": 0.29, "gap_ev": 10.34, "symbols": ["C", "C", "N", "C", "N", "H", "H", "H", "H", "H", "H"], "coordinates": [[1.401, -0.212, 0.121], [-0.051, -0.059, -0.317], [-0.981, -0.828, 0.370], [-0.817, 1.580, -0.385], [-1.949, 1.766, -0.604], [1.816, 0.787, 0.057], [1.516, -0.583, 1.149], [1.993, -0.870, -0.533], [-0.189, -0.118, -1.385], [-1.911, -0.484, 0.168], [-0.827, -0.980, 1.359]]}

=====

{"formula": "C9H14", "method": "the ωB97M-V functional and the def2-TZVPD basis", "multiplicity": 1, "smiles": "Cc1ccccc1.CC", "de_lowest_ev": 2.0426, "e_tot_ha": -351.255127, "e_lumo_ev": 1.01, "gap_ev": 10.13, "symbols": ["C", "C", "H", "H", "H", "H", "H", "H", "C", "C", "C", "C", "C", "C", "C", "H", "H", "H", "H", "H", "H", "H", "H"], "coordinates": [[1.329, -2.036, -0.505], [2.555, -1.455, 0.077], [1.446, -2.125, -1.584], [0.901, -2.940, 0.018], [0.414, -1.389, -0.486], [2.387, -0.882, 0.898], [3.046, -0.740, -0.633], [3.244, -2.285, 0.461], [-2.267, 0.534, 1.866], [-1.446, -0.033, -0.447], [-1.269, 0.728, 0.713], [-0.801, 0.297, -1.628], [-0.213, 1.593, 0.771], [0.134, 1.310, -1.613], [0.434, 1.910, -0.455], [-2.215, -0.864, -0.419], [-1.169, -0.055, -2.501], [-2.261, -0.188, 2.682], [-3.340, 0.575, 1.544], [0.004, 2.206, 1.694], [0.123, 1.814, -2.507], [1.163, 2.673, -0.541], [-2.198, 1.353, 2.596]]}

=====

{"formula": "C6H7HgMgO6", "method": "the ωB97M-V functional and the def2-TZVPD basis", "charge": 1, "multiplicity": 3, "de_lowest_ev": 3.4504, "e_tot_ha": -1037.385664, "e_lumo_ev": [-3.94, -6.20], "gap_ev": [6.99, 6.77], "symbols": ["O", "C", "O", "O", "C", "C", "Mg", "H", "H", "Hg", "C", "C", "O", "C", "O", "O", "H", "H", "H", "H", "H"], "coordinates": [[4.461, -0.252, -0.489], [3.317, 0.110, -0.188], [3.098, 1.095, 0.575], [2.282, -0.642, -0.648], [1.142, -0.639, 0.078], [0.872, -1.605, 1.013], [5.308, 1.259, 0.761], [0.138, -1.541, 1.819], [1.736, -2.207, 1.310], [1.615, 1.694, 1.617], [-0.447, -1.042, -0.489], [-1.344, 0.085, -0.008], [-2.591, -0.020, -0.692], [-3.410, 1.015, -0.604], [-3.335, 1.910, 0.203], [-4.260, 0.965, -1.621], [-0.980, -2.000, -0.415], [-0.287, -0.978, -1.576], [-0.909, 1.078, -0.182], [-1.506, 0.029, 1.077], [-4.900, 1.684, -1.542]]}

=====

{"formula": "C2H3N3O3S", "method": "the ωB97M-V functional and the def2-TZVPD basis", "multiplicity": 1, "smiles": "N#CN[C@](O)(S)[N+](=O)[O-]", "de_lowest_ev": 3.2315, "e_tot_ha": -866.017937, "e_lumo_ev": -0.40, "gap_ev": 10.02, "symbols": ["C", "C", "N", "N", "N", "O", "O", "O", "S", "H", "H", "H"], "coordinates": [[2.168, 0.524, 0.501], [-0.016, -0.524, -0.139], [3.231, 0.601, 0.063], [0.920, 0.288, 0.957], [0.702, -1.815, 0.064], [0.030, -2.623, 0.638], [1.754, -1.994, -0.451], [-0.120, 0.058, -1.404], [-1.746, -0.471, 0.489], [0.429, 1.075, 1.490], [0.727, 0.203, -1.807], [-2.101, -1.614, 0.092]]}

=====

{"formula": "C23H30N2O4S", "method": "the ωB97M-V functional and the def2-TZVPD basis", "multiplicity": 1, "smiles": "CCOc1ccccc1N(CC(=O)NC1CCCCC1)S(=O)(=O)c1ccc(C)cc1", "de_lowest_ev": 0.2025, "e_tot_ha": -1703.112973, "e_lumo_ev": 0.57, "gap_ev": 9.17, "symbols": ["C", "C", "O", "C", "C", "C", "C", "C", "C", "N", "S", "O", "O", "C", "C", "C", "C", "C", "C", "H", "H", "C", "H", "H", "H", "H", "H", "C", "H", "C", "O", "N", "H", "C", "C", "C", "C", "C", "C", "H", "H", "H", "H", "H", "H", "H", "H", "H", "H", "H", "H", "H", "H", "H", "H", "H", "H", "H", "H", "H"], "coordinates": [[-4.413, 2.489, 0.242], [-3.802, 1.640, -0.868], [-2.597, 1.008, -0.480], [-2.634, -0.186, 0.181], [-3.784, -0.799, 0.662], [-3.707, -1.998, 1.351], [-2.486, -2.607, 1.570], [-1.334, -2.019, 1.075], [-1.395, -0.825, 0.377], [-0.191, -0.249, -0.074], [0.710, 0.507, 1.098], [1.918, 0.967, 0.462], [0.839, -0.385, 2.210], [-0.279, 1.905, 1.599], [-1.245, 1.716, 2.569], [-2.050, 2.778, 2.935], [-1.899, 4.025, 2.334], [-0.924, 4.187, 1.354], [-0.114, 3.128, 0.982], [0.656, 3.242, 0.236], [-0.798, 5.150, 0.881], [-2.757, 5.178, 2.755], [-3.753, 4.841, 3.033], [-2.314, 5.666, 3.623], [-2.839, 5.916, 1.961], [-2.805, 2.643, 3.696], [-1.339, 0.745, 3.029], [-0.030, 0.152, -1.456], [-0.996, 0.235, -1.953], [0.823, -0.904, -2.181], [0.411, -1.540, -3.130], [2.040, -1.028, -1.637], [2.271, -0.439, -0.845], [2.996, -2.049, -2.009], [4.354, -1.415, -2.307], [5.377, -2.486, -2.672], [5.508, -3.506, -1.545], [4.154, -4.146, -1.251], [3.127, -3.080, -0.884], [2.153, -3.540, -0.703], [3.433, -2.567, 0.031], [3.811, -4.689, -2.134], [4.250, -4.863, -0.433], [6.231, -4.276, -1.822], [5.876, -3.008, -0.645], [6.345, -2.021, -2.868], [5.058, -2.994, -3.584], [4.250, -0.699, -3.125], [4.690, -0.870, -1.421], [2.600, -2.531, -2.909], [0.483, 1.115, -1.488], [-0.367, -2.469, 1.230], [-2.428, -3.536, 2.113], [-4.615, -2.450, 1.721], [-4.751, -0.344, 0.518], [-3.514, 2.284, -1.704], [-4.521, 0.898, -1.237], [-5.323, 2.960, -0.121], [-4.649, 1.884, 1.113], [-3.708, 3.259, 0.543]]}

=====

{"formula": "C3H7N3O", "method": "the ωB97M-V functional and the def2-TZVPD basis", "multiplicity": 1, "smiles": "[H]/N=C\\N(N)CC=O", "de_lowest_ev": 2.4402, "e_tot_ha": -357.960198, "e_lumo_ev": 0.90, "gap_ev": 9.93, "symbols": ["C", "N", "N", "C", "C", "N", "O", "H", "H", "H", "H", "H", "H", "H"], "coordinates": [[-0.016, -0.327, 1.007], [0.499, 0.352, -0.156], [0.426, 1.756, -0.081], [0.812, -0.301, -1.313], [-1.526, -0.425, 1.041], [0.767, -1.527, -1.595], [-2.274, 0.170, 0.323], [1.284, 2.172, -0.433], [-0.364, 2.108, -0.622], [0.363, -2.130, -0.886], [0.420, -1.330, 1.071], [0.293, 0.237, 1.895], [1.214, 0.364, -2.076], [-1.898, -1.119, 1.826]]}

=====

{"formula": "C40H36CoN4O5S", "method": "the ωB97M-V functional and the def2-TZVPD basis", "charge": -2, "multiplicity": 2, "de_lowest_ev": 0.5258, "e_tot_ha": -3921.910886, "e_lumo_ev": [3.70, 3.70], "gap_ev": [4.63, 4.25], "symbols": ["Co", "C", "O", "C", "C", "C", "C", "C", "C", "N", "C", "N", "C", "C", "C", "C", "C", "C", "O", "C", "N", "C", "C", "C", "C", "C", "C", "O", "C", "H", "H", "H", "H", "H", "H", "H", "H", "H", "H", "H", "H", "H", "H", "H", "H", "H", "H", "H", "H", "H", "H", "N", "C", "C", "C", "C", "C", "C", "C", "H", "H", "H", "H", "C", "C", "O", "S", "C", "C", "C", "C", "C", "C", "C", "C", "H", "H", "H", "H", "H", "H", "H", "C", "O", "H", "H", "H"], "coordinates": [[-0.208, -0.072, -0.353], [-2.153, 4.635, 5.579], [-1.716, 3.284, 5.492], [-0.364, 3.086, 5.628], [0.364, 3.608, 6.676], [1.727, 3.351, 6.774], [2.346, 2.602, 5.788], [1.620, 2.073, 4.733], [0.241, 2.281, 4.650], [-0.575, 1.784, 3.644], [-0.250, 0.975, 2.574], [0.594, -0.031, 2.881], [1.105, -1.089, 2.108], [0.910, -1.242, 0.730], [1.555, -2.342, 0.155], [2.313, -3.252, 0.874], [2.467, -3.092, 2.243], [1.873, -2.001, 2.841], [2.001, -1.780, 4.211], [3.309, -1.417, 4.609], [-0.834, 1.100, 1.424], [-1.519, 2.285, 1.117], [-2.815, 2.213, 0.619], [-3.508, 3.356, 0.251], [-2.908, 4.596, 0.364], [-1.604, 4.697, 0.839], [-0.910, 3.560, 1.211], [0.368, 3.580, 1.674], [1.072, 4.801, 1.611], [-3.221, 4.628, 5.364], [-1.644, 5.266, 4.842], [-1.996, 5.062, 6.574], [-0.125, 4.228, 7.416], [2.290, 3.749, 7.607], [3.416, 2.437, 5.831], [2.126, 1.540, 3.939], [-1.439, 2.295, 3.534], [0.829, -0.109, 3.858], [1.460, -2.499, -0.915], [2.778, -4.095, 0.375], [3.044, -3.792, 2.835], [3.271, -1.229, 5.681], [3.648, -0.511, 4.095], [4.034, -2.213, 4.410], [-3.249, 1.228, 0.498], [-4.519, 3.276, -0.130], [-3.438, 5.495, 0.076], [-1.138, 5.671, 0.903], [2.093, 4.576, 1.913], [0.658, 5.543, 2.303], [1.079, 5.215, 0.598], [-4.983, -5.613, -0.828], [-4.198, -4.777, -0.702], [-3.234, -3.745, -0.549], [-3.125, -3.043, 0.656], [-2.204, -2.020, 0.784], [-1.361, -1.640, -0.264], [-1.467, -2.380, -1.452], [-2.379, -3.404, -1.605], [-3.771, -3.313, 1.483], [-2.139, -1.498, 1.734], [-0.825, -2.133, -2.292], [-2.454, -3.948, -2.539], [1.779, 5.774, -6.265], [2.780, 6.809, -5.823], [2.692, 7.978, -6.069], [4.255, 6.170, -5.003], [3.574, 4.879, -3.976], [4.006, 3.567, -4.126], [3.472, 2.565, -3.335], [2.480, 2.842, -2.384], [2.052, 4.174, -2.254], [2.596, 5.178, -3.030], [1.883, 1.816, -1.607], [1.294, 0.962, -0.965], [0.934, 6.266, -6.744], [1.424, 5.184, -5.423], [2.257, 5.092, -6.967], [4.756, 3.335, -4.872], [3.805, 1.543, -3.461], [1.273, 4.404, -1.538], [2.256, 6.201, -2.920], [-1.336, 1.932, -2.249], [-1.279, 0.698, -1.641], [-2.382, 2.206, -2.468], [-0.793, 1.940, -3.212], [-0.912, 2.749, -1.641]]}

=====

{"formula": "C5H8Cl3N2OS", "method": "the ωB97M-V functional and the def2-TZVPD basis", "charge": 1, "multiplicity": 1, "smiles": "CCO[C@@]1(C(Cl)(Cl)Cl)[NH+]=CNS1", "de_lowest_ev": 0.1017, "e_tot_ha": -2158.515893, "e_lumo_ev": -4.29, "gap_ev": 9.60, "symbols": ["C", "C", "C", "C", "C", "N", "N", "O", "S", "Cl", "Cl", "Cl", "H", "H", "H", "H", "H", "H", "H", "H"], "coordinates": [[0.341, 1.874, -1.427], [-0.242, 0.647, 0.519], [0.592, -2.977, -0.147], [-0.146, -1.633, -0.480], [-0.265, 1.103, 1.980], [-0.943, 1.790, -1.670], [0.741, 1.310, -0.294], [0.135, -0.864, 0.648], [-1.824, 0.968, -0.383], [-1.628, 0.354, 2.724], [1.362, 0.776, 2.693], [-0.467, 2.984, 2.183], [0.996, 2.645, -1.934], [1.127, -2.809, 0.807], [-0.200, -3.673, -0.113], [1.258, -3.197, -1.021], [-1.306, -1.700, -0.434], [0.220, -1.055, -1.366], [-1.398, 2.076, -2.467], [1.647, 1.382, 0.180]]}

=====

{"formula": "C4H8O2", "method": "the ωB97M-V functional and the def2-TZVPD basis", "multiplicity": 1, "smiles": "CC[C@]1(O)CO1", "de_lowest_ev": 2.9254, "e_tot_ha": -307.604924, "e_lumo_ev": 1.02, "gap_ev": 10.89, "symbols": ["O", "C", "C", "O", "C", "C", "H", "H", "H", "H", "H", "H", "H", "H"], "coordinates": [[-1.056, -0.467, 0.991], [-1.169, -1.245, -0.180], [0.160, -0.736, 0.097], [1.016, -1.326, 0.984], [0.303, 1.587, 0.018], [0.772, 0.356, -0.761], [-0.485, 1.239, 0.687], [-1.725, -0.700, -0.944], [-1.391, -2.292, -0.053], [0.377, -1.317, 1.730], [1.104, 1.957, 0.652], [-0.147, 2.342, -0.614], [0.414, 0.327, -1.803], [1.869, 0.268, -0.824]]}

=====

{"formula": "C4H11N3O2", "method": "the ωB97M-V functional and the def2-TZVPD basis", "multiplicity": 1, "smiles": "[H]/N=C(/N)NC.CC(=O)O", "de_lowest_ev": 0.3397, "e_tot_ha": -473.790283, "e_lumo_ev": 0.83, "gap_ev": 10.13, "symbols": ["C", "C", "N", "N", "N", "H", "H", "H", "H", "H", "H", "H", "H", "C", "C", "O", "O", "H", "H", "H"], "coordinates": [[3.841, 0.592, -0.059], [1.507, -0.059, -0.474], [0.843, -1.285, -0.728], [2.698, -0.255, 0.182], [0.932, 1.031, -0.810], [0.883, -1.840, 0.130], [-0.139, -1.091, -0.842], [2.929, -1.187, 0.459], [1.513, 1.817, -0.538], [-0.910, 0.875, -0.152], [3.518, 1.519, -0.527], [4.529, 0.191, -0.820], [4.422, 0.765, 0.842], [-3.841, 0.046, 0.837], [-2.446, -0.189, 0.409], [-1.883, -1.235, 0.262], [-1.798, 0.981, 0.240], [-3.816, 0.836, 1.591], [-4.260, -0.836, 1.302], [-4.481, 0.440, 0.052]]}

=====

{"formula": "C12H21F9O19PS3Zn", "method": "the ωB97M-V functional and the def2-TZVPD basis", "charge": -1, "multiplicity": 1, "de_lowest_ev": 5.5590, "e_tot_ha": -6113.631383, "e_lumo_ev": 2.01, "gap_ev": 8.23, "symbols": ["Zn", "C", "F", "F", "F", "S", "O", "O", "O", "C", "F", "F", "F", "S", "O", "O", "O", "C", "F", "F", "F", "S", "O", "O", "O", "C", "O", "P", "O", "O", "C", "O", "C", "H", "H", "H", "H", "H", "H", "H", "H", "H", "C", "O", "C", "O", "O", "C", "H", "H", "H", "H", "H", "H", "C", "O", "C", "O", "O", "C", "H", "H", "H", "H", "H", "H"], "coordinates": [[-0.019, 0.266, 0.412], [-0.717, 2.238, 4.583], [-0.386, 3.415, 4.257], [0.372, 1.611, 5.142], [-1.572, 2.503, 5.573], [-1.593, 1.467, 3.102], [-2.432, 0.415, 3.677], [-2.436, 2.521, 2.492], [-0.572, 1.052, 2.159], [-1.490, 3.167, -2.505], [-1.886, 4.390, -2.887], [-2.141, 2.186, -3.064], [-0.215, 3.069, -2.842], [-1.545, 3.023, -0.560], [-0.595, 3.964, -0.171], [-2.915, 3.336, -0.115], [-1.065, 1.625, -0.269], [1.156, -1.743, 3.916], [-0.184, -1.391, 3.920], [1.910, -0.678, 4.338], [1.442, -2.892, 4.541], [1.638, -2.052, 2.123], [3.044, -1.885, 2.094], [1.282, -3.389, 1.649], [0.981, -0.936, 1.386], [2.298, -3.006, -1.406], [1.799, -2.394, -2.644], [0.750, -1.177, -2.597], [0.345, -0.798, -1.194], [-0.469, -1.704, -3.605], [-1.345, -0.911, -4.379], [1.489, -0.061, -3.472], [1.864, -0.260, -4.788], [2.375, -4.093, -1.408], [1.516, -2.868, -0.659], [3.189, -2.716, -0.849], [-2.037, -0.396, -3.713], [-1.666, -1.527, -5.220], [-0.845, -0.169, -5.001], [2.924, -0.135, -5.009], [1.368, 0.589, -5.259], [1.529, -1.180, -5.267], [-4.114, -2.431, -1.340], [-3.205, -1.506, -0.856], [-2.631, -1.629, 0.322], [-1.694, -0.819, 0.604], [-3.182, -2.616, 1.082], [-2.608, -2.858, 2.294], [-5.011, -2.460, -0.720], [-3.636, -3.391, -1.533], [-4.318, -2.075, -2.349], [-1.638, -3.347, 2.208], [-3.116, -3.627, 2.875], [-2.546, -1.936, 2.873], [4.088, 0.589, -0.460], [3.743, 1.942, 0.062], [2.599, 2.193, 0.592], [1.681, 1.468, 0.458], [2.544, 3.361, 1.084], [1.487, 3.915, 1.854], [3.524, -0.171, 0.081], [5.155, 0.508, -0.255], [3.893, 0.366, -1.509], [0.736, 3.146, 1.673], [1.314, 4.956, 1.580], [1.791, 3.947, 2.900]]}

=====

{"formula": "C19H21NO10P3PdS", "method": "the ωB97M-V functional and the def2-TZVPD basis", "charge": -1, "multiplicity": 1, "de_lowest_ev": 1.5712, "e_tot_ha": -3094.302945, "e_lumo_ev": [0.29, 0.30], "gap_ev": [6.16, 6.17], "symbols": ["Pd", "O", "P", "O", "O", "O", "P", "O", "O", "O", "H", "H", "N", "C", "C", "C", "C", "C", "C", "S", "O", "O", "O", "H", "H", "H", "H", "H", "H", "C", "P", "C", "C", "C", "C", "C", "C", "C", "C", "C", "C", "C", "C", "H", "H", "H", "H", "H", "H", "H", "H", "H", "H", "H", "H", "H"], "coordinates": [[0.813, -1.301, -1.200], [0.468, -4.429, -3.982], [0.742, -3.166, -3.051], [-0.275, -2.080, -3.294], [0.864, -3.566, -1.592], [2.197, -2.695, -3.587], [2.948, -1.346, -2.979], [4.341, -1.400, -3.771], [2.164, -0.143, -3.387], [3.177, -1.571, -1.515], [-0.278, -4.239, -4.562], [4.260, -0.876, -4.575], [-0.143, 0.367, -2.043], [-1.448, 0.758, -1.606], [-2.448, -0.194, -1.458], [-3.678, 0.187, -0.950], [-3.913, 1.514, -0.590], [-2.915, 2.460, -0.771], [-1.684, 2.083, -1.284], [-5.398, 1.945, 0.311], [-5.013, 1.640, 1.685], [-6.421, 1.068, -0.229], [-5.585, 3.361, 0.045], [0.513, 1.111, -2.249], [-0.170, -0.293, -2.834], [-2.241, -1.223, -1.731], [-4.471, -0.535, -0.802], [-3.120, 3.488, -0.498], [-0.889, 2.812, -1.408], [-1.355, -0.930, 1.606], [0.255, -0.586, 0.876], [0.452, 1.208, 0.941], [-0.470, 2.026, 1.583], [-0.279, 3.403, 1.602], [0.826, 3.958, 0.979], [1.749, 3.141, 0.329], [1.564, 1.769, 0.308], [1.425, -1.193, 2.116], [1.578, -2.577, 2.218], [2.398, -3.117, 3.194], [3.086, -2.278, 4.061], [2.956, -0.902, 3.947], [2.124, -0.355, 2.979], [-1.345, -0.580, 2.638], [-1.518, -2.008, 1.595], [-2.156, -0.448, 1.050], [-1.353, 1.611, 2.053], [-1.008, 4.035, 2.092], [0.969, 5.031, 0.988], [2.607, 3.574, -0.169], [2.274, 1.130, -0.211], [1.068, -3.230, 1.518], [2.504, -4.191, 3.275], [3.729, -2.699, 4.825], [3.502, -0.247, 4.614], [2.021, 0.719, 2.900]]}